No. 1
This record from OMol25 describes C25H21Cl5N4O5S2SiSr as an isolated structure. The level of theory is ωB97M-V/def2-TZVPD.

Element x y z (Å)
Sr 0.68 -0.83 -0.17
O -5.99 -0.68 -0.39
C -4.62 -0.54 -0.37
C -3.94 -0.27 0.81
C -2.56 -0.16 0.76
N -1.89 -0.33 -0.37
C -2.55 -0.57 -1.51
C -3.93 -0.66 -1.56
C -1.67 -0.77 -2.75
O -2.26 -0.80 -3.85
O -0.44 -0.92 -2.52
C -1.73 0.18 2.01
O -2.36 0.31 3.07
O -0.49 0.29 1.80
H -6.31 -0.59 0.51
H -4.44 -0.15 1.77
H -4.42 -0.84 -2.50
C 1.40 -4.82 4.86
Si 0.90 -3.01 5.00
C 1.20 -2.55 6.81
C -0.92 -2.78 4.67
C 1.97 -1.87 3.97
C 2.75 -0.89 4.55
C 3.43 0.06 3.77
C 3.24 -0.01 2.41
N 2.52 -0.95 1.81
C 1.92 -1.91 2.55
S 1.05 -3.15 1.71
H 0.78 -5.44 5.51
H 2.45 -4.95 5.15
H 1.29 -5.16 3.83
H 0.60 -3.19 7.46
H 0.91 -1.51 7.01
H 2.25 -2.67 7.10
H -1.51 -3.14 5.52
H -1.23 -3.31 3.77
H -1.16 -1.72 4.52
H 2.83 -0.82 5.63
H 4.03 0.84 4.21
H 3.68 0.74 1.75
C -0.95 -3.89 -3.57
N -2.38 -3.88 -3.31
C -3.35 -3.46 -4.20
C -4.54 -3.59 -3.60
N -4.29 -4.08 -2.33
C -2.96 -4.26 -2.13
S -2.23 -4.81 -0.73
H -0.73 -4.56 -4.40
H -0.45 -4.24 -2.67
H -0.62 -2.87 -3.79
H -3.08 -3.04 -5.15
H -5.53 -3.33 -3.94
H -4.95 -4.22 -1.59
Cl 2.78 -2.60 -2.33
C 3.45 -0.97 -2.50
C 2.90 0.03 -1.72
C 3.48 1.27 -1.88
Cl 2.85 2.61 -0.92
C 4.53 1.53 -2.76
Cl 5.22 3.12 -2.91
C 5.04 0.49 -3.52
Cl 6.35 0.77 -4.62
C 4.49 -0.79 -3.39
Cl 5.13 -2.09 -4.34

Computed properties:
charge: -2
energy above the lowest of the compared OMol25 structures with the same formula, charge and spin: 10.1 kcal/mol
gap between HOMO and LUMO: 6.33 eV
HOMO level: -0.0859 hartree

No. 2
This record from OMol25 describes C58H42F9N4O2PPtS2Si as an isolated structure at a distorted geometry. The level of theory is ωB97M-V/def2-TZVPD.

Element x y z (Å)
Pt -0.12 -0.96 -0.15
O 3.31 -2.58 -1.32
S 2.68 -1.27 -1.30
O 1.56 -1.06 -2.20
N 2.14 -0.90 0.17
C 2.73 -1.29 1.32
C 4.06 -1.62 1.48
C 4.59 -1.91 2.74
C 3.81 -1.87 3.87
C 2.43 -1.59 3.75
C 1.56 -1.55 4.86
C 0.23 -1.32 4.66
C -0.24 -1.17 3.35
N 0.55 -1.15 2.30
C 1.87 -1.34 2.47
C 3.91 -0.07 -1.86
C 4.73 0.65 -1.00
C 5.64 1.55 -1.53
C 5.72 1.74 -2.90
C 4.89 1.03 -3.75
C 4.00 0.11 -3.23
H 4.70 -1.65 0.61
H 5.64 -2.15 2.82
H 4.23 -2.07 4.84
H 1.96 -1.69 5.86
H -0.47 -1.27 5.48
H -1.30 -1.07 3.16
H 4.65 0.53 0.07
H 6.30 2.09 -0.87
H 6.43 2.46 -3.29
H 4.95 1.19 -4.81
H 3.34 -0.46 -3.86
F 6.27 3.37 1.10
C 5.15 3.88 1.66
F 5.23 5.21 1.47
F 5.28 3.68 2.98
C 3.90 3.29 1.09
C 3.43 3.73 -0.15
C 2.28 3.19 -0.69
C 1.57 2.21 0.01
C 2.02 1.82 1.27
C 3.19 2.33 1.80
P 0.03 1.42 -0.59
C -1.11 2.36 0.50
C -1.51 1.66 1.63
C -2.31 2.25 2.59
C -2.73 3.56 2.39
C -2.35 4.27 1.26
C -1.51 3.67 0.32
C -3.56 4.20 3.47
F -4.03 5.41 3.15
F -2.84 4.37 4.60
F -4.61 3.45 3.82
C -0.12 2.06 -2.28
C 0.93 1.76 -3.15
C 0.88 2.12 -4.48
C -0.25 2.76 -4.97
C -1.32 3.03 -4.13
C -1.25 2.69 -2.79
C -0.35 3.18 -6.41
F -1.43 2.66 -7.03
F -0.47 4.52 -6.52
F 0.71 2.84 -7.15
H 3.97 4.49 -0.68
H 1.92 3.54 -1.64
H 1.43 1.11 1.84
H 3.56 1.98 2.75
H -1.19 0.63 1.74
H -2.62 1.72 3.47
H -2.71 5.28 1.11
H -1.18 4.24 -0.53
H 1.79 1.22 -2.77
H 1.72 1.91 -5.13
H -2.20 3.51 -4.52
H -2.08 2.93 -2.15
C -5.66 1.96 0.29
C -5.80 0.78 0.99
C -4.87 -0.24 0.84
C -3.76 -0.08 0.01
C -3.67 1.09 -0.72
C -4.59 2.11 -0.59
Si -2.45 -1.46 -0.30
C -2.91 -1.93 -2.10
C -1.94 -1.99 -3.10
C -2.29 -2.32 -4.40
C -3.61 -2.58 -4.73
C -4.58 -2.51 -3.74
C -4.23 -2.19 -2.44
C -2.95 -2.92 0.84
C -3.33 -2.71 2.16
C -3.73 -3.76 2.97
C -3.74 -5.05 2.48
C -3.34 -5.29 1.17
C -2.95 -4.23 0.36
H -6.39 2.75 0.40
H -6.65 0.63 1.64
H -5.03 -1.17 1.34
H -2.85 1.18 -1.42
H -4.51 3.01 -1.18
H -0.91 -1.78 -2.86
H -1.53 -2.36 -5.17
H -3.88 -2.82 -5.74
H -5.62 -2.70 -3.99
H -5.00 -2.13 -1.68
H -3.32 -1.71 2.56
H -4.03 -3.58 3.99
H -4.04 -5.87 3.11
H -3.34 -6.30 0.78
H -2.65 -4.42 -0.65
S 0.07 -3.34 -0.71
C 0.81 -3.92 0.70
N 2.18 -4.17 0.64
C 2.82 -4.61 1.75
C 2.12 -4.86 2.89
C 0.73 -4.63 2.86
N 0.12 -4.18 1.79
H 2.69 -3.80 -0.18
H 3.89 -4.73 1.67
H 2.61 -5.20 3.78
H 0.10 -4.81 3.72

Computed properties:
charge: 0
energy above the lowest of the compared OMol25 structures with the same formula, charge and spin: 0.0 kcal/mol
gap between HOMO and LUMO: 6.76 eV
HOMO level: -0.2763 hartree

No. 3
This record from OMol25 describes C19H38AlNOS as an isolated structure at a distorted geometry. The level of theory is ωB97M-V/def2-TZVPD.

Element x y z (Å)
C 0.79 -5.36 2.57
C 1.32 -4.43 1.78
C 1.77 -3.10 0.96
C 0.89 -1.80 1.34
C -0.49 -1.67 0.44
Al -1.97 -1.09 1.74
S -1.79 1.19 1.99
C -3.86 -1.71 1.24
C -4.32 -3.07 2.04
C -4.31 -4.40 1.11
C -2.93 -4.33 0.23
C -2.42 -5.77 -0.28
H 0.07 -5.97 3.25
H 2.86 -2.87 1.32
H 1.78 -3.30 -0.17
H 1.44 -0.79 1.22
H 0.54 -1.95 2.44
H -0.65 -2.70 -0.05
H -0.31 -0.91 -0.43
H -1.62 -1.75 3.16
H -1.24 1.36 3.28
H -4.07 -1.78 0.10
H -4.59 -0.88 1.64
H -5.42 -2.93 2.41
H -3.63 -3.19 2.97
H -5.25 -4.50 0.45
H -4.17 -5.32 1.80
H -2.12 -3.95 0.98
H -3.09 -3.58 -0.65
H -1.85 -6.34 0.55
H -1.63 -5.57 -1.12
H -3.25 -6.44 -0.73
C 2.68 4.80 -2.69
C 2.75 3.32 -2.25
C 1.57 2.52 -2.84
C 0.23 2.79 -2.14
C 0.36 2.62 -0.64
C 1.51 3.45 -0.03
N 2.80 3.26 -0.75
O 3.29 2.02 -0.40
C 1.11 4.95 -0.04
C 1.62 3.12 1.49
C 4.05 2.79 -2.92
H 3.11 5.47 -1.93
H 3.25 4.99 -3.61
H 1.66 5.13 -2.90
H 1.77 1.44 -2.77
H 1.46 2.74 -3.91
H -0.13 3.79 -2.39
H -0.52 2.09 -2.53
H -0.59 2.89 -0.17
H 0.51 1.55 -0.41
H 1.93 5.58 0.32
H 0.25 5.13 0.63
H 0.79 5.32 -1.02
H 1.79 2.06 1.67
H 0.69 3.38 2.01
H 2.43 3.69 1.95
H 4.94 3.32 -2.54
H 4.01 2.94 -4.00
H 4.20 1.72 -2.77

Computed properties:
multiplicity: 2
charge: -1
gap between HOMO and LUMO (spin up / spin down): 7.30 / 6.72 eV
expectation value of S²: 0.755
HOMO level (spin up / spin down): -0.1743 / -0.1743 hartree

The calculation returns the following energy values, one per record and in order: -4978.384875, -5050.416650, -1517.180814 Eh.